ORCA calculation (ωB97M-V/def2-TZVPD) on an isolated molecule of C13H14FNO4 in a non-equilibrium geometry.

Each line ends with the natural charge from an NBO analysis.
Cartesian coordinates (Å):
C -2.32 3.39 2.92  -0.2161
C -2.24 3.09 1.76  -0.0527
C -2.11 2.68 0.38  -0.1404
O -0.75 2.60 -0.05  -0.5327
C 0.07 1.65 0.61  -0.0871
C 0.83 0.81 -0.41  0.0520
C -0.11 0.14 -1.39  -0.0989
O -1.11 -0.66 -0.75  -0.5027
C -0.72 -1.80 -0.12  0.2912
C 0.46 -2.52 -0.37  -0.2889
C 0.77 -3.67 0.33  -0.2627
C -0.09 -4.14 1.35  0.3830
F 0.23 -5.31 1.92  -0.3192
C -1.25 -3.42 1.68  -0.2763
C -1.56 -2.28 0.94  -0.2447
O 1.79 1.68 -1.05  -0.5110
C 2.69 1.09 -1.89  0.8833
N 3.34 1.89 -2.75  -0.8213
O 2.87 -0.12 -2.03  -0.6770
H -2.45 3.70 3.94  0.2400
H -2.58 1.68 0.30  0.2034
H -2.63 3.40 -0.23  0.2221
H 0.78 2.19 1.26  0.2010
H -0.46 0.92 1.21  0.1969
H 1.34 0.01 0.17  0.2093
H -0.69 0.91 -1.90  0.2094
H 0.44 -0.45 -2.13  0.2061
H 1.08 -2.26 -1.21  0.2370
H 1.74 -4.12 0.13  0.2321
H -1.89 -3.71 2.51  0.2325
H -2.43 -1.70 1.16  0.2206
H 3.85 1.44 -3.49  0.4148
H 3.09 2.85 -2.84  0.3971

The SMILES is C#CCOC[C@@H](COc1ccc(F)cc1)OC(N)=O. For the gap between HOMO and LUMO, the calculation gives 9.15 eV. The calculation puts the LUMO energy at 0.7 eV. The value obtained for the HOMO energy is -8.4145 eV. For the energy, the calculation gives -26103.1980 eV. As for the energy relative to the best compared isomer or geometry (same formula, charge and spin): 266.7 kJ/mol.